# 1
The following is a quantum chemistry calculation of 13 unconnected molecules or ions with the total composition H26O13, from OMol25.

Summary:
LUMO: -0.08 eV
Relative energy (zero: lowest compared OMol25 entry of this formula, charge and spin): 1.3970 eV
Frontier orbital gap: 10.39 eV

The geometry in ORCA input format:
```
! wB97M-V def2-TZVPD RIJCOSX def2/J DEFGRID3
* xyz 0 1
O -0.448 3.167 1.908
H -0.894 2.320 2.098
H -0.981 3.841 2.343
O -0.070 -0.513 -2.767
H -0.795 -0.176 -3.305
H 0.699 -0.001 -3.056
O -1.782 0.606 2.459
H -1.526 -0.127 1.873
H -2.641 0.357 2.815
O 0.886 2.077 -2.984
H 0.341 2.278 -2.203
H 0.477 2.571 -3.702
O -0.103 -0.459 0.132
H -0.352 -0.119 -0.747
H 0.345 0.281 0.564
O 3.027 -2.176 -0.365
H 2.273 -2.730 -0.128
H 2.687 -1.270 -0.337
O -1.084 2.430 -0.832
H -0.674 2.450 0.051
H -2.028 2.510 -0.663
O -1.728 -2.869 0.385
H -2.026 -3.184 1.245
H -0.931 -2.351 0.576
O 0.575 -3.308 -2.068
H 1.330 -3.688 -2.531
H 0.724 -2.352 -2.098
O 0.597 -2.127 2.659
H 0.983 -1.295 2.360
H 1.074 -2.807 2.169
O 1.495 0.839 2.953
H 2.169 0.171 3.141
H 1.628 1.512 3.631
O 2.752 0.905 0.197
H 2.517 1.512 0.914
H 2.551 1.390 -0.615
O -3.792 0.123 -2.403
H -2.923 -0.074 -2.029
H -4.354 0.283 -1.638
*
```

In the Mulliken picture, each atom carries the following charge in e:
1 O -0.65
2 H 0.38
3 H 0.30
4 O -0.58
5 H 0.24
6 H 0.32
7 O -0.67
8 H 0.29
9 H 0.28
10 O -0.63
11 H 0.38
12 H 0.29
13 O 0.15
14 H 0.08
15 H 0.04
16 O -0.64
17 H 0.30
18 H 0.33
19 O -0.69
20 H 0.34
21 H 0.29
22 O -0.65
23 H 0.31
24 H 0.27
25 O -0.60
26 H 0.30
27 H 0.32
28 O -0.59
29 H 0.19
30 H 0.34
31 O -0.54
32 H 0.29
33 H 0.25
34 O -0.63
35 H 0.31
36 H 0.31
37 O -0.65
38 H 0.31
39 H 0.31

# 2
The following is a quantum chemistry calculation of 13 unconnected molecules or ions with the total composition H26O13 at a distorted geometry, from OMol25.

Summary:
LUMO: -0.74 eV
Relative energy (zero: lowest compared OMol25 entry of this formula, charge and spin): 2.5297 eV
Frontier orbital gap: 9.20 eV

The geometry in ORCA input format:
```
! wB97M-V def2-TZVPD RIJCOSX def2/J DEFGRID3
* xyz 0 1
O -10.781 14.194 4.585
H -9.862 14.377 4.533
H -11.071 14.620 5.427
O -10.598 14.759 1.863
H -11.398 14.747 1.334
H -10.848 14.809 2.765
O -5.255 10.818 -0.402
H -4.990 10.467 -1.241
H -6.195 10.817 -0.496
O -7.911 11.399 4.501
H -8.002 12.298 4.229
H -8.525 11.027 3.827
O -7.953 11.090 -0.975
H -8.337 11.910 -0.644
H -8.492 10.351 -0.650
O -9.498 9.473 2.939
H -10.131 10.205 3.050
H -9.347 9.152 3.846
O -6.372 13.004 0.532
H -5.690 12.356 0.431
H -5.950 13.791 0.893
O -8.700 12.088 1.885
H -7.929 12.331 1.393
H -8.693 12.773 2.609
O -10.811 11.363 4.239
H -10.809 12.314 4.344
H -10.417 11.059 5.102
O -8.525 13.779 -1.617
H -7.898 13.921 -0.868
H -7.996 14.118 -2.336
O -5.902 10.509 2.813
H -5.311 11.277 2.635
H -6.553 10.761 3.496
O -11.027 11.484 1.072
H -10.132 11.693 1.356
H -11.294 11.987 0.315
O -8.037 14.099 3.475
H -7.870 14.547 4.295
H -7.297 14.385 3.016
*
```

In the Mulliken picture, each atom carries the following charge in e:
1 O -0.70
2 H 0.30
3 H 0.31
4 O -0.58
5 H 0.29
6 H 0.36
7 O -0.67
8 H 0.29
9 H 0.42
10 O -0.85
11 H 0.45
12 H 0.41
13 O -0.68
14 H 0.21
15 H 0.36
16 O -0.66
17 H 0.34
18 H 0.28
19 O -0.51
20 H 0.26
21 H 0.23
22 O 0.08
23 H 0.22
24 H 0.12
25 O -0.65
26 H 0.33
27 H 0.34
28 O -0.63
29 H 0.31
30 H 0.29
31 O -0.63
32 H 0.25
33 H 0.39
34 O -0.70
35 H 0.35
36 H 0.27
37 O -0.57
38 H 0.32
39 H 0.05

# 3
The following is a quantum chemistry calculation of 13 unconnected molecules or ions with the total composition H26O13, from OMol25.

Summary:
LUMO: -0.14 eV
Relative energy (zero: lowest compared OMol25 entry of this formula, charge and spin): 2.9834 eV
Frontier orbital gap: 10.70 eV

The geometry in ORCA input format:
```
! wB97M-V def2-TZVPD RIJCOSX def2/J DEFGRID3
* xyz 0 1
O 20.155 -11.740 22.793
H 19.876 -12.371 23.458
H 20.595 -12.270 22.129
O 21.970 -9.005 18.205
H 21.080 -9.355 18.158
H 21.853 -8.085 18.442
O 30.272 -11.224 20.921
H 30.047 -11.759 20.160
H 31.199 -11.406 21.077
O 29.809 -13.533 17.430
H 29.021 -13.747 16.931
H 30.245 -14.375 17.563
O 25.616 -11.319 20.214
H 26.344 -10.920 19.735
H 24.832 -10.935 19.821
O 24.174 -14.476 23.265
H 24.984 -14.007 23.068
H 23.554 -14.175 22.601
O 25.538 -5.540 18.779
H 26.020 -5.132 19.498
H 26.083 -6.282 18.516
O 27.753 -15.507 20.457
H 26.963 -15.624 19.930
H 28.245 -14.823 20.003
O 28.081 -11.644 24.077
H 28.556 -11.458 23.268
H 28.466 -12.460 24.399
O 23.701 -9.769 14.522
H 23.303 -9.475 15.341
H 23.110 -9.449 13.840
O 28.497 -8.255 18.185
H 29.005 -7.803 17.511
H 29.101 -8.902 18.547
O 23.534 -9.509 23.971
H 24.246 -10.146 24.040
H 22.827 -9.986 23.537
O 21.871 -14.337 19.860
H 21.150 -14.949 19.713
H 22.602 -14.705 19.364
*
```

In the Mulliken picture, each atom carries the following charge in e:
1 O -0.64
2 H 0.32
3 H 0.32
4 O -0.64
5 H 0.32
6 H 0.32
7 O -0.62
8 H 0.32
9 H 0.31
10 O -0.64
11 H 0.32
12 H 0.32
13 O -0.63
14 H 0.30
15 H 0.32
16 O -0.63
17 H 0.32
18 H 0.31
19 O -0.65
20 H 0.32
21 H 0.32
22 O -0.61
23 H 0.31
24 H 0.31
25 O -0.63
26 H 0.32
27 H 0.31
28 O -0.65
29 H 0.33
30 H 0.32
31 O -0.62
32 H 0.31
33 H 0.31
34 O -0.64
35 H 0.32
36 H 0.32
37 O -0.61
38 H 0.31
39 H 0.31

# 4
The following is a quantum chemistry calculation of 13 unconnected molecules or ions with the total composition H26O13 at a distorted geometry, from OMol25.

Summary:
LUMO: -0.08 eV
Relative energy (zero: lowest compared OMol25 entry of this formula, charge and spin): 5.3775 eV
Frontier orbital gap: 9.87 eV

The geometry in ORCA input format:
```
! wB97M-V def2-TZVPD RIJCOSX def2/J DEFGRID3
* xyz 0 1
H -0.619 0.400 -0.695
H 0.327 1.326 -0.021
H 0.409 -3.554 0.932
H 0.062 -2.525 -0.187
H 3.287 3.717 1.087
H 3.274 3.591 2.473
H 0.740 -2.215 3.254
H 0.333 -3.740 2.976
H -3.187 -3.498 0.893
H -2.744 -2.679 -0.392
H -2.545 0.810 2.668
H -2.302 -0.470 1.883
H -2.884 -2.189 -2.725
H -2.428 -3.477 -3.398
H 2.659 -1.319 -2.919
H 3.550 -1.288 -4.227
H 2.482 -0.884 0.298
H 2.707 -2.228 0.846
H 0.293 3.904 2.915
H 0.825 2.559 2.931
H -1.091 2.829 -2.017
H -0.474 3.116 -0.649
H 0.902 6.083 -1.399
H 0.439 4.918 -0.618
H -2.444 -0.689 -1.477
H -1.567 -1.696 -0.852
O 0.309 0.458 -0.286
O 0.729 -2.828 0.389
O 3.064 3.042 1.673
O -0.011 -2.900 3.268
O -2.525 -3.360 0.210
O -2.901 0.265 2.048
O -2.834 -3.082 -2.596
O 2.631 -1.143 -3.823
O 2.685 -1.718 0.047
O 0.089 3.001 2.643
O -0.454 3.476 -1.614
O 0.817 5.771 -0.487
O -1.600 -1.082 -1.670
*
```

In the Mulliken picture, each atom carries the following charge in e:
1 H 0.30
2 H 0.22
3 H 0.25
4 H 0.19
5 H 0.30
6 H 0.30
7 H 0.32
8 H 0.28
9 H 0.30
10 H 0.27
11 H 0.29
12 H 0.32
13 H 0.29
14 H 0.30
15 H 0.33
16 H 0.31
17 H 0.26
18 H 0.26
19 H 0.30
20 H 0.27
21 H 0.32
22 H 0.27
23 H 0.30
24 H 0.39
25 H 0.36
26 H 0.22
27 O -0.37
28 O -0.38
29 O -0.59
30 O -0.62
31 O -0.56
32 O -0.61
33 O -0.55
34 O -0.65
35 O -0.55
36 O -0.56
37 O -0.70
38 O -0.63
39 O -0.72

# 5
The following is a quantum chemistry calculation of 13 unconnected molecules or ions with the total composition H26O13 at a distorted geometry, from OMol25.

Summary:
LUMO: -0.05 eV
Relative energy (zero: lowest compared OMol25 entry of this formula, charge and spin): 11.8988 eV
Frontier orbital gap: 6.89 eV

The geometry in ORCA input format:
```
! wB97M-V def2-TZVPD RIJCOSX def2/J DEFGRID3
* xyz 0 1
H -0.166 0.357 0.178
H 1.110 0.135 1.149
H -1.985 2.535 1.245
H -3.413 3.013 0.920
H 3.002 4.167 -2.089
H 1.824 5.044 -1.550
H -3.714 0.527 -0.825
H -2.204 0.928 -1.094
H 5.745 -2.175 0.603
H 4.529 -1.240 0.922
H -2.917 0.650 1.923
H -3.744 -0.582 1.812
H -0.234 -2.640 -0.573
H 0.232 -4.019 0.277
H 0.594 -0.178 2.900
H -0.974 -0.133 2.936
H 2.322 -0.327 0.025
H 3.225 -1.604 0.033
H -2.102 -1.435 0.362
H -3.683 -1.292 -0.030
H 0.508 0.484 -1.959
H -0.469 1.494 -2.333
H -2.108 -3.300 -1.585
H -3.369 -2.596 -1.921
H 4.023 1.466 0.642
H 3.931 0.334 -0.458
O 0.852 0.498 0.303
O -2.470 3.219 0.911
O 2.344 4.228 -1.462
O -3.018 0.794 -1.478
O 4.907 -1.730 0.178
O -2.991 -0.156 1.379
O 0.363 -3.456 -0.518
O -0.237 0.401 2.743
O 2.392 -1.191 -0.348
O -2.722 -0.965 -0.194
O -0.390 0.529 -2.145
O -2.602 -2.444 -1.309
O 3.607 0.658 0.428
*
```

In the Mulliken picture, each atom carries the following charge in e:
1 H 0.28
2 H 0.18
3 H 0.30
4 H 0.31
5 H 0.30
6 H 0.31
7 H 0.31
8 H 0.34
9 H 0.29
10 H 0.32
11 H 0.14
12 H 0.25
13 H 0.26
14 H 0.30
15 H 0.31
16 H 0.29
17 H 0.57
18 H 0.33
19 H 0.37
20 H 0.33
21 H 0.29
22 H 0.31
23 H 0.22
24 H 0.21
25 H 0.24
26 H 0.33
27 O -0.52
28 O -0.61
29 O -0.60
30 O -0.61
31 O -0.66
32 O -0.41
33 O -0.61
34 O -0.61
35 O -0.64
36 O -0.75
37 O -0.61
38 O -0.37
39 O -0.68

# 6
The following is a quantum chemistry calculation of 13 unconnected molecules or ions with the total composition H26O13 at a distorted geometry, from OMol25.

Summary:
LUMO: -0.55 eV
Relative energy (zero: lowest compared OMol25 entry of this formula, charge and spin): 2.1275 eV
Frontier orbital gap: 10.04 eV

The geometry in ORCA input format:
```
! wB97M-V def2-TZVPD RIJCOSX def2/J DEFGRID3
* xyz 0 1
O -4.074 -3.011 13.618
H -4.878 -2.638 13.304
H -3.487 -2.311 13.352
O -5.615 -2.912 16.127
H -5.160 -2.099 16.144
H -4.835 -3.413 15.880
O -9.907 -2.967 13.948
H -10.326 -2.496 13.199
H -9.023 -2.642 13.826
O -6.440 -3.412 18.675
H -7.150 -3.997 18.850
H -6.397 -3.324 17.702
O -8.762 -3.604 16.478
H -9.016 -3.066 17.224
H -9.347 -3.379 15.749
O -7.918 -3.794 11.340
H -7.499 -3.921 12.179
H -8.633 -4.409 11.314
O -7.501 -1.464 14.677
H -7.153 -2.169 15.213
H -7.054 -1.603 13.819
O -6.925 -0.618 18.414
H -7.369 -0.426 17.574
H -6.744 -1.528 18.456
O -6.792 -4.112 13.720
H -6.209 -4.388 14.429
H -7.447 -4.790 13.740
O -9.725 -0.149 13.069
H -9.749 -0.821 12.350
H -8.836 0.230 12.953
O -7.545 1.434 12.748
H -6.636 1.236 13.009
H -7.907 1.930 13.442
O -8.379 0.832 15.916
H -7.509 1.183 16.002
H -8.350 0.130 15.253
O -6.035 -1.647 12.480
H -6.056 -2.206 11.675
H -5.598 -0.841 12.271
*
```

In the Mulliken picture, each atom carries the following charge in e:
1 O -0.61
2 H 0.46
3 H 0.29
4 O -0.62
5 H 0.26
6 H 0.24
7 O -0.70
8 H 0.25
9 H 0.34
10 O -0.71
11 H 0.33
12 H 0.36
13 O -0.59
14 H 0.30
15 H 0.31
16 O -0.65
17 H 0.47
18 H 0.28
19 O -0.04
20 H 0.13
21 H 0.33
22 O -0.66
23 H 0.34
24 H 0.40
25 O -0.68
26 H 0.18
27 H 0.28
28 O -0.64
29 H 0.34
30 H 0.30
31 O -0.67
32 H 0.31
33 H 0.32
34 O -0.67
35 H 0.28
36 H 0.30
37 O -0.66
38 H 0.27
39 H 0.24

# 7
The following is a quantum chemistry calculation of 13 unconnected molecules or ions with the total composition H26O13, from OMol25.

Summary:
LUMO: -0.05 eV
Relative energy (zero: lowest compared OMol25 entry of this formula, charge and spin): 0.7356 eV
Frontier orbital gap: 10.31 eV

The geometry in ORCA input format:
```
! wB97M-V def2-TZVPD RIJCOSX def2/J DEFGRID3
* xyz 0 1
O 2.692 -2.665 -0.949
H 2.440 -3.590 -1.024
H 2.947 -2.547 -0.012
O 0.516 -0.684 0.975
H 1.140 -0.930 0.273
H 0.125 0.166 0.682
O -2.886 0.728 -0.862
H -3.174 0.460 0.051
H -3.727 0.884 -1.309
O 0.243 1.911 -0.082
H -0.350 1.964 -0.847
H 1.106 2.195 -0.414
O -2.466 3.276 0.473
H -3.046 2.810 -0.133
H -1.631 2.775 0.488
O -1.731 1.346 2.937
H -2.390 2.051 2.841
H -1.236 1.567 3.734
O -3.489 -0.541 1.578
H -2.963 -1.318 1.328
H -2.918 0.033 2.117
O -0.844 -0.057 -2.670
H -1.532 -0.042 -1.977
H -1.362 0.012 -3.483
O 1.845 1.034 2.913
H 0.983 0.808 2.536
H 1.836 1.988 3.035
O 3.354 0.078 -1.889
H 2.824 0.499 -2.582
H 2.922 -0.776 -1.745
O -1.410 -2.762 0.613
H -1.341 -2.951 -0.328
H -0.739 -2.073 0.777
O 1.633 0.011 -4.129
H 0.724 -0.158 -3.821
H 1.527 0.367 -5.018
O 3.360 -2.301 1.807
H 2.798 -1.527 1.964
H 4.220 -2.042 2.153
*
```

In the Mulliken picture, each atom carries the following charge in e:
1 O -0.67
2 H 0.29
3 H 0.38
4 O -0.60
5 H 0.29
6 H 0.31
7 O -0.68
8 H 0.42
9 H 0.30
10 O -0.63
11 H 0.30
12 H 0.25
13 O -0.64
14 H 0.33
15 H 0.36
16 O -0.66
17 H 0.34
18 H 0.27
19 O -0.76
20 H 0.38
21 H 0.39
22 O -0.64
23 H 0.30
24 H 0.29
25 O -0.62
26 H 0.29
27 H 0.30
28 O -0.61
29 H 0.33
30 H 0.33
31 O -0.66
32 H 0.29
33 H 0.44
34 O -0.61
35 H 0.38
36 H 0.29
37 O -0.69
38 H 0.32
39 H 0.31

# 8
The following is a quantum chemistry calculation of 13 unconnected molecules or ions with the total composition H26O13 at a distorted geometry, from OMol25.

Summary:
LUMO: -0.92 eV
Relative energy (zero: lowest compared OMol25 entry of this formula, charge and spin): 4.8181 eV
Frontier orbital gap: 9.17 eV

The geometry in ORCA input format:
```
! wB97M-V def2-TZVPD RIJCOSX def2/J DEFGRID3
* xyz 0 1
H 0.665 -1.017 -0.028
H -0.404 -0.070 0.491
H -1.868 -1.281 4.874
H -1.070 -1.163 3.586
H -4.851 0.181 -0.659
H -3.792 -0.532 -1.484
H -1.646 -0.288 -5.339
H -1.441 -0.345 -3.834
H 0.216 -1.603 -2.106
H 1.148 -0.425 -2.334
H 1.783 -0.196 2.176
H 3.221 -0.508 1.796
H 2.951 -0.270 -1.728
H 2.921 -0.385 -0.213
H -2.882 -0.412 1.096
H -3.563 -1.683 1.577
H -1.315 3.702 -0.697
H -0.756 5.114 -0.760
H 0.469 -0.362 3.924
H 0.454 -1.450 2.862
H 3.895 2.299 0.256
H 3.383 3.325 1.254
H 0.398 -4.216 1.943
H 1.150 -3.630 0.759
H 0.335 2.155 -2.708
H 1.851 2.259 -2.664
O 0.380 -0.097 -0.069
O -1.876 -0.850 4.012
O -4.718 -0.265 -1.503
O -2.098 -0.123 -4.503
O 0.222 -0.642 -2.180
O 2.425 -0.074 1.468
O 3.521 -0.425 -0.967
O -3.432 -1.142 0.790
O -1.519 4.587 -1.022
O 0.396 -0.494 2.972
O 3.146 2.491 0.832
O 1.188 -4.344 1.406
O 1.113 2.179 -3.278
*
```

In the Mulliken picture, each atom carries the following charge in e:
1 H 0.19
2 H 0.17
3 H 0.30
4 H 0.34
5 H 0.30
6 H 0.31
7 H 0.30
8 H 0.31
9 H 0.28
10 H 0.22
11 H 0.36
12 H 0.27
13 H 0.31
14 H 0.44
15 H 0.31
16 H 0.30
17 H 0.30
18 H 0.32
19 H 0.33
20 H 0.34
21 H 0.31
22 H 0.26
23 H 0.31
24 H 0.31
25 H 0.31
26 H 0.31
27 O -0.44
28 O -0.59
29 O -0.60
30 O -0.62
31 O -0.52
32 O -0.58
33 O -0.63
34 O -0.62
35 O -0.62
36 O -0.80
37 O -0.53
38 O -0.63
39 O -0.62